Model i:
ORCA calculation (ωB97M-V/def2-TZVPD) on a structure of composition C10H15NO3S.

```
! wB97M-V def2-TZVPD RIJCOSX def2/J DEFGRID3
* xyz 0 1
C -0.9992 1.3453 0.3328
C -0.2782 -1.9424 -0.5800
C -1.0146 -1.1807 0.5468
C 0.5791 -0.9401 -1.2958
C -0.1861 0.1255 0.7942
C -2.1983 1.1231 -0.4066
C 1.0611 -0.0054 -0.1363
C 0.0736 0.3461 2.2416
C 1.6021 1.4176 -0.6471
C 2.1512 -0.8041 0.6901
N -3.3298 1.3720 -0.6597
O -0.5597 2.4392 0.5780
O -1.7242 -0.6987 -2.5604
O -0.1934 1.1972 -2.8845
S -0.8326 0.2875 -2.0063
H 0.4506 -2.5890 -0.1397
H -0.9555 -2.5839 -1.1352
H -2.0982 -0.9656 0.3167
H -1.2010 -1.7952 1.4173
H 1.2338 -1.3376 -2.0473
H 0.2241 -0.6160 2.7181
H -0.7408 0.7714 2.7219
H 0.9430 1.0549 2.3384
H 1.4522 2.1310 0.1501
H 0.9995 1.7751 -1.5647
H 2.6621 1.4471 -1.0189
H 1.5622 -1.6645 1.0675
H 2.6334 -0.0902 1.2857
H 2.8751 -1.0505 -0.1571
H -4.1916 1.4308 0.0406
*
```

HOMO level (alpha / beta), eV: -8.518 / -8.518

=====

Model ii:
ORCA calculation (ωB97M-V/def2-TZVPD) on an isolated molecule of C10H15NO3S.

```
! wB97M-V def2-TZVPD RIJCOSX def2/J DEFGRID3
* xyz 0 1
C -1.9488 -1.0153 -0.7525
C -0.1946 0.8637 1.9044
C 0.0274 -0.4760 2.5798
C -1.0326 -0.1968 3.7780
C -0.9197 -0.2484 -0.5617
C -0.1864 -1.8438 1.9536
C -0.6248 0.7450 -3.2048
C 1.8616 0.8395 -2.9869
C 0.4602 -0.3192 -1.1654
C 0.5480 0.8837 -2.2269
N -0.7713 0.5206 4.7637
O -2.9432 -1.5921 -0.7291
O 0.2975 1.8610 2.3757
O 1.4684 -0.2153 -0.1954
S -1.2209 1.1285 0.4515
H 1.0946 -0.5077 3.1142
H -2.0533 -0.7518 3.5677
H -0.0283 -2.6520 2.6669
H 0.6396 -1.9558 1.2997
H -1.1246 -2.0706 1.5488
H -0.5360 -0.1329 -3.6996
H -1.5248 0.7792 -2.7665
H -0.7671 1.5784 -3.9741
H 2.0654 1.8560 -3.4477
H 2.0241 0.0670 -3.6477
H 2.7028 0.9353 -2.3221
H 0.7235 -1.2706 -1.6652
H 0.5359 1.7883 -1.6888
H 0.2215 0.8642 4.6153
H 1.2058 0.5380 0.4150
*
```

HOMO level, eV: -9.122

=====

Most stable: model ii (next structure +0.0548 hartree)

=====

Model i:
ORCA calculation (ωB97M-V/def2-TZVPD) on a structure of composition C42H52F5GeInN4O3SSe2.

```
! wB97M-V def2-TZVPD RIJCOSX def2/J DEFGRID3
* xyz 0 1
In -1.0022 0.0599 -0.2098
N -5.3861 -0.7927 -0.4898
C -4.0560 -0.7050 -0.6771
S -3.4157 0.8566 -0.9234
N -3.4216 -1.8528 -0.7716
N -2.1082 -1.8550 -0.8594
C -1.5064 -2.9455 -1.2253
C -2.2662 -4.1886 -1.5019
C -2.4563 -4.6582 -2.7964
C -3.1543 -5.8341 -3.0097
C -3.6584 -6.5509 -1.9367
C -3.4815 -6.0800 -0.6472
C -2.7890 -4.9037 -0.4299
C -0.0653 -2.9698 -1.3539
C 0.6060 -4.1217 -1.7991
C 1.9778 -4.0871 -1.9235
C 2.6605 -2.9252 -1.5806
C 1.9190 -1.8413 -1.1425
N 0.6025 -1.8571 -1.0504
H -5.8964 0.0496 -0.2902
H -5.7606 -1.6743 -0.1825
H -2.0670 -4.0979 -3.6338
H -3.2992 -6.1970 -4.0151
H -4.1812 -7.4786 -2.1069
H -3.8771 -6.6325 0.1920
H -2.6455 -4.5228 0.5714
H 0.0530 -5.0174 -2.0378
H 2.5149 -4.9537 -2.2822
H 3.7350 -2.8542 -1.6580
H 2.3984 -0.9122 -0.8620
O -4.3397 4.9769 -1.2321
C -2.9342 4.8751 -1.1147
C -2.4075 5.8311 -0.0297
C -2.7626 7.2885 -0.4115
O -4.1269 7.5701 -0.3390
C -3.0035 5.5149 1.3375
Se -2.4021 3.7479 1.9705
C -0.8946 5.7122 0.0877
Se -0.3737 3.9574 0.8343
H -4.6853 4.1335 -1.5409
H -2.4639 5.1495 -2.0736
H -2.6425 3.8434 -0.8747
H -2.3771 7.4801 -1.4267
H -2.2726 7.9832 0.2773
H -4.5958 6.8648 -0.8107
H -4.0927 5.4898 1.3084
H -2.6834 6.2617 2.0668
H -0.5145 6.4767 0.7714
H -0.3918 5.8216 -0.8744
C 4.4827 -4.8882 5.3749
C 3.4334 -4.1927 4.5678
C 2.1860 -4.7690 4.3560
C 1.2152 -4.1397 3.5962
C -0.1057 -4.8276 3.4172
C 1.5017 -2.8889 3.0064
C 0.5200 -2.2685 2.1358
O 0.6779 -1.2476 1.4950
C 2.7532 -2.2759 3.2459
C 3.0990 -0.9346 2.6934
C 3.6869 -2.9439 4.0197
H 4.1909 -5.9101 5.6010
H 4.6438 -4.3557 6.3119
H 5.4297 -4.9014 4.8373
H 1.9744 -5.7354 4.7909
H -0.1155 -5.7602 3.9767
H -0.2900 -5.0576 2.3683
H -0.9236 -4.2064 3.7790
H -0.4409 -2.8045 2.0565
H 2.3756 -0.1868 3.0115
H 3.0733 -0.9514 1.6061
H 4.0882 -0.6266 3.0230
H 4.6500 -2.4845 4.1939
C 5.0020 3.4644 -0.4689
C 4.7829 2.0468 -0.9849
C 3.4983 1.8982 -1.8061
C 2.2289 2.1194 -0.9911
Ge 0.5800 1.3688 -1.8609
C -0.2498 2.6602 -3.1724
C 0.6802 3.1272 -4.2886
C 1.1336 1.9720 -5.1745
C 2.0523 2.4015 -6.3095
H 5.9385 3.5257 0.0817
H 4.1960 3.7560 0.1986
H 5.0448 4.1691 -1.2980
H 4.7555 1.3569 -0.1362
H 5.6310 1.7649 -1.6162
H 3.4802 0.8900 -2.2341
H 3.5244 2.6031 -2.6406
H 2.0698 3.1823 -0.7999
H 2.3201 1.6384 -0.0154
H 1.0945 0.2050 -2.7410
H -0.6063 3.5216 -2.6063
H -1.1303 2.1765 -3.6023
H 1.5543 3.6191 -3.8555
H 0.1634 3.8673 -4.9091
H 0.2531 1.4732 -5.5859
H 1.6639 1.2519 -4.5500
H 1.5557 3.1083 -6.9693
H 2.3529 1.5388 -6.9002
H 2.9489 2.8706 -5.9133
F -3.5546 -1.0749 2.0280
C -2.6245 -0.3686 2.7087
C -1.6077 0.2387 2.0017
C -0.6740 0.9174 2.7603
F 0.3647 1.4933 2.1050
C -0.7195 0.9914 4.1450
F 0.2408 1.6261 4.8368
C -1.7632 0.3660 4.8192
F -1.8255 0.4105 6.1584
C -2.7316 -0.3181 4.0943
F -3.7384 -0.9368 4.7352
*
```

HOMO level, eV: -7.309

=====

Model ii:
ORCA calculation (ωB97M-V/def2-TZVPD) on a structure of composition C42H52F5GeInN4O3SSe2.

```
! wB97M-V def2-TZVPD RIJCOSX def2/J DEFGRID3
* xyz 0 1
In -0.1737 0.0677 -0.1141
N 3.8421 -0.2285 2.9659
C 2.8295 -0.2061 2.0308
S 3.4107 1.0086 0.7210
N 2.3846 -1.4381 1.7186
N 1.5386 -1.5528 0.7365
C 1.1636 -2.7667 0.4064
C 1.6380 -3.9865 1.1108
C 1.5827 -4.0862 2.5028
C 1.9973 -5.2404 3.1468
C 2.4913 -6.3144 2.4184
C 2.5809 -6.2161 1.0387
C 2.1586 -5.0634 0.3933
C 0.3341 -2.8868 -0.7909
C -0.2706 -4.0876 -1.1772
C -0.9096 -4.1681 -2.3979
C -0.9449 -3.0549 -3.2281
C -0.4100 -1.8794 -2.7417
N 0.1870 -1.7838 -1.5539
H 4.1281 0.6714 3.3177
H 3.7420 -0.9489 3.6663
H 1.2092 -3.2549 3.0821
H 1.9367 -5.3004 4.2263
H 2.8142 -7.2158 2.9231
H 2.9830 -7.0393 0.4618
H 2.2639 -4.9903 -0.6824
H -0.2427 -4.9383 -0.5127
H -1.3829 -5.0931 -2.7015
H -1.4040 -3.0869 -4.2053
H -0.4549 -0.9644 -3.3166
O 3.4039 5.1934 3.5033
C 1.9841 5.1910 3.4344
C 1.5129 3.8673 2.8187
C -0.0206 3.8367 2.8313
O -0.6262 4.9606 2.2070
C 2.0380 3.8492 1.3838
Se 1.7797 2.3052 0.1737
C 2.1023 2.7618 3.6938
Se 1.4722 0.9341 3.4777
H 3.6955 6.0071 3.9230
H 1.6346 6.0294 2.8213
H 1.5467 5.2853 4.4374
H -0.3696 3.7171 3.8638
H -0.3579 2.9653 2.2706
H -0.5342 5.7323 2.7726
H 3.1131 4.0172 1.3799
H 1.5419 4.6319 0.8077
H 1.9383 3.0102 4.7431
H 3.1805 2.7391 3.5346
C 3.1289 2.6893 -8.3638
C 2.8969 2.2680 -6.9405
C 3.9553 1.9149 -6.1143
C 3.7544 1.5233 -4.7993
C 4.9646 1.1687 -3.9656
C 2.4394 1.4727 -4.2938
C 2.2537 1.0021 -2.9215
O 1.1892 0.8220 -2.3583
C 1.3545 1.8616 -5.1085
C -0.0616 1.9269 -4.6045
C 1.6091 2.2445 -6.4150
H 4.1746 2.5781 -8.6454
H 2.8456 3.7341 -8.5037
H 2.5204 2.0936 -9.0457
H 4.9661 1.9496 -6.5049
H 5.8729 1.3612 -4.5333
H 4.9659 0.1154 -3.6814
H 5.0117 1.7588 -3.0500
H 3.1789 0.7964 -2.3641
H -0.1442 2.6349 -3.7776
H -0.4011 0.9686 -4.2156
H -0.7312 2.2395 -5.4044
H 0.7763 2.5401 -7.0439
C -3.7451 -1.3259 5.9596
C -2.8183 -1.0268 4.7860
C -2.3798 -2.2928 4.0562
C -1.4418 -2.0191 2.8761
Ge -2.1376 -0.9710 1.3462
C -3.3271 -2.0826 0.2018
C -4.2881 -3.0596 0.9023
C -5.6784 -2.4879 1.1754
C -5.6911 -1.3416 2.1829
H -4.0733 -0.4073 6.4480
H -3.2412 -1.9436 6.7062
H -4.6342 -1.8654 5.6247
H -1.9284 -0.4962 5.1384
H -3.3231 -0.3617 4.0808
H -3.2670 -2.8406 3.7275
H -1.8594 -2.9429 4.7693
H -1.0860 -2.9617 2.4502
H -0.5665 -1.4830 3.2383
H -2.9045 0.2836 1.8266
H -2.6510 -2.6484 -0.4433
H -3.8861 -1.4097 -0.4519
H -3.8603 -3.4181 1.8422
H -4.4065 -3.9428 0.2670
H -6.3207 -3.2929 1.5435
H -6.1111 -2.1454 0.2302
H -5.2708 -1.6610 3.1399
H -6.7090 -0.9916 2.3611
H -5.1058 -0.4937 1.8258
F -2.5074 -0.2009 -2.0931
C -2.4147 1.1509 -1.9813
C -1.3796 1.6974 -1.2506
C -1.3675 3.0771 -1.2275
F -0.4116 3.7567 -0.5494
C -2.3013 3.8649 -1.8797
F -2.2380 5.2000 -1.8279
C -3.3130 3.2610 -2.6033
F -4.2186 4.0048 -3.2439
C -3.3740 1.8816 -2.6580
F -4.3407 1.2823 -3.3646
*
```

HOMO level, eV: -6.777

=====

Most stable: model i (next structure +0.1035 hartree)

=====

Model i:
ORCA calculation (ωB97M-V/def2-TZVPD) on an isolated molecule of C3H4NP.

```
! wB97M-V def2-TZVPD RIJCOSX def2/J DEFGRID3
* xyz 0 1
C -1.2383 -1.0454 -0.0640
C -1.3324 0.1955 -0.3074
C 1.5059 0.0090 0.1107
N 1.5243 -1.1645 -0.0935
P 0.3072 1.3774 -0.1639
H -1.1055 -2.1249 -0.1091
H -2.2639 0.6267 -0.5648
H 2.3130 0.6405 0.0189
H 0.2897 1.4858 1.1731
*
```

HOMO level (alpha / beta), eV: -8.658 / -7.697

=====

Model ii:
ORCA calculation (ωB97M-V/def2-TZVPD) on an isolated molecule of C3H4NP.

```
! wB97M-V def2-TZVPD RIJCOSX def2/J DEFGRID3
* xyz 0 1
C 2.4576 0.7266 -0.1007
C -1.1901 1.4998 -0.1098
C 0.5608 -0.8487 -0.1517
N 1.5091 0.0253 -0.0917
P -1.1077 -0.1417 -0.0947
H 2.9311 1.3926 0.5017
H -2.1576 1.6124 0.2042
H 0.5396 -1.9624 -0.0860
H -1.7907 -1.4191 0.0215
*
```

HOMO level, eV: -7.786

=====

Model iii:
ORCA calculation (ωB97M-V/def2-TZVPD) on a cluster of 2 separate species, C3H4NP in total.

```
! wB97M-V def2-TZVPD RIJCOSX def2/J DEFGRID3
* xyz 0 1
C -0.7011 -1.1051 0.8811
C 0.3427 0.7665 -0.8233
C 0.6383 -0.9469 0.6611
N -1.8296 -0.9826 1.1393
P -1.1305 1.4465 -0.5351
H 1.3341 0.9207 -1.0821
H 1.2361 -0.3813 1.3379
H 1.1118 -1.9313 0.1951
H -1.0017 2.2135 -1.7740
*
```

HOMO level (alpha / beta), eV: -9.270 / -9.270

=====

Most stable: model iii (next structure +0.0477 hartree)

=====

Model i:
ORCA calculation (ωB97M-V/def2-TZVPD) on the ion C5H6O2P with charge -1.

```
! wB97M-V def2-TZVPD RIJCOSX def2/J DEFGRID3
* xyz -1 1
C -1.8181 -1.0418 0.2125
C -1.9646 0.3448 0.1136
C -0.4497 -1.3642 0.1518
C -0.7095 0.9353 0.0983
C 0.2322 -0.1376 0.1550
O 2.7894 -1.1221 0.0916
O 2.3323 1.4378 0.4966
P 1.9186 -0.0033 -0.2676
H -2.6254 -1.8975 0.2274
H -2.8693 0.7797 0.0783
H -0.0614 -2.2769 0.1168
H -0.6816 2.0518 0.1027
H 1.6892 2.0382 0.0148
H 2.2179 0.2559 -1.5917
*
```

HOMO level, eV: -3.390

=====

Model ii:
ORCA calculation (ωB97M-V/def2-TZVPD) on the ion C5H6O2P with charge -1.

```
! wB97M-V def2-TZVPD RIJCOSX def2/J DEFGRID3
* xyz -1 1
C 0.2989 1.3191 0.0997
C -0.4287 2.4525 -0.1786
C -1.4006 0.0662 -1.0430
C -0.2491 0.0386 -0.3918
C 0.4204 -1.2390 0.1336
O -3.1663 2.6153 -1.0203
O -1.4553 2.4052 -2.8494
P -1.8057 2.1596 -1.4327
H 1.2684 1.2686 0.6648
H -0.0940 3.3627 0.0365
H -1.8875 -0.9024 -1.3311
H 1.3257 -0.9171 0.6991
H 0.5819 -2.0137 -0.7813
H -0.1796 -1.7074 0.9228
*
```

HOMO level, eV: -4.486

=====

Most stable: model i (next structure +0.0142 hartree)